Record 1
11
Properties=species:S:1:pos:R:3 method="wB97M-V/def2-TZVPD" lumo_ev=0.62 homo_lumo_gap_ev=10.26 smiles="CCSC=O" multiplicity=1
C -2.31189 -0.43332 1.05640
C -1.15208 -0.62720 0.07756
S 0.30438 0.50438 0.54997
C 1.23271 -0.11613 -0.97532
O 2.27717 0.43815 -1.41755
H -3.31795 -0.79469 0.38149
H -2.38007 0.70174 1.28934
H -2.26933 -1.16576 1.96370
H -1.59570 -0.62063 -0.92960
H -0.75560 -1.64768 0.34954
H 0.61876 -0.98836 -1.46549

---

Record 2
22
Properties=species:S:1:pos:R:3 method="wB97M-V/def2-TZVPD" total_charge=+1 lumo_ev="-2.89 / -8.04" homo_lumo_gap_ev="4.07 / 7.06" s2=2.007 multiplicity=3
C -1.24869 -1.10007 0.38214
C -0.32398 -0.55897 1.52895
C 0.22576 0.46800 -0.57840
C -0.41743 -1.45117 -1.93953
C 1.56433 1.10403 1.43135
N -0.73437 -0.50385 -0.81153
N -0.12087 1.80576 -1.16828
N 0.23619 0.64724 0.96287
H -1.34760 -2.15551 0.40668
H -2.40192 -0.88535 0.53865
H -0.86087 -0.32826 2.49723
H 0.57291 -1.16446 1.69272
H 1.31128 0.19754 -0.85932
H 0.34504 -1.03702 -2.62339
H 0.03005 -2.35545 -1.44008
H -1.31294 -1.61500 -2.60161
H 2.33657 0.45824 1.08184
H 1.89654 2.00482 0.99590
H 1.40575 1.07467 2.48355
H -1.09580 2.09374 -1.15133
H 0.27955 1.74006 -2.07056
H -0.33950 1.56101 1.24215

---

Record 3
60
Properties=species:S:1:pos:R:3 method="wB97M-V/def2-TZVPD" lumo_ev=0.35 homo_lumo_gap_ev=9.44 smiles=Fc1ccccc1.Fc1ccccc1.Fc1ccccc1.CC#N.CC#N.CC#N.CC#N multiplicity=1
F 6.99821 -3.32309 -3.32922
C 5.87269 -2.81337 -2.81329
C 5.77203 -1.46569 -2.51857
C 4.58554 -0.99616 -1.99066
C 3.52821 -1.85704 -1.65906
C 3.73156 -3.22708 -1.81371
C 4.89015 -3.69984 -2.39389
H 6.50893 -0.75108 -2.86357
H 4.44831 0.06125 -1.79797
H 2.56313 -1.48933 -1.34676
H 2.88123 -3.84363 -1.54851
H 5.10950 -4.75083 -2.53800
F -5.57814 -0.69305 -2.86556
C -4.74599 0.11132 -3.56109
C -5.35137 0.94865 -4.48402
C -4.54198 1.84781 -5.17346
C -3.18002 1.88815 -4.91805
C -2.62493 1.07758 -3.93869
C -3.40898 0.15367 -3.24620
H -6.42262 0.88683 -4.60833
H -4.96421 2.49071 -5.93332
H -2.59650 2.55923 -5.53466
H -1.60026 1.16241 -3.60105
H -3.03974 -0.49946 -2.46780
F -1.32667 1.20106 1.81719
C -2.58442 1.33272 2.28306
C -3.51762 0.35313 2.02476
C -4.75427 0.37716 2.68306
C -5.04574 1.46762 3.49586
C -4.11325 2.49276 3.67367
C -2.89699 2.46439 3.02210
H -3.27012 -0.43216 1.32075
H -5.51933 -0.31412 2.36171
H -6.01773 1.51049 3.96961
H -4.35509 3.37057 4.25766
H -2.16321 3.21432 3.28642
C 0.56372 -0.45169 3.81475
C 0.39412 0.90572 4.29426
N 0.22942 1.99013 4.63658
H 1.02199 -1.11725 4.54176
H 1.13372 -0.45714 2.88594
H -0.41909 -0.85444 3.56214
C 0.30728 0.50260 -0.87200
C 0.27753 -0.72507 -0.08884
N 0.29034 -1.63750 0.59751
H 0.06323 1.33749 -0.22090
H -0.35562 0.43440 -1.73219
H 1.30721 0.68667 -1.26599
C 1.39547 3.26828 2.00552
C 2.25367 2.21649 1.46916
N 2.88762 1.38398 0.99807
H 0.58107 3.31409 1.27990
H 1.89630 4.23506 2.01193
H 1.10558 3.03854 3.02840
C 3.47013 -2.69166 2.08426
C 3.89826 -4.04820 1.77180
N 4.23689 -5.09285 1.44255
H 3.54209 -2.47018 3.15025
H 2.45899 -2.59280 1.69629
H 4.18982 -1.99057 1.65848

---

Record 4
64
Properties=species:S:1:pos:R:3 method="wB97M-V/def2-TZVPD" total_charge=-1 lumo_ev=2.35 homo_lumo_gap_ev=6.93 multiplicity=1
Mg 0.35030 1.10504 0.90506
C 2.83703 -1.70824 3.21601
C 2.23079 -0.79921 2.21729
N 1.17220 -0.05787 2.54643
N 0.76906 -0.19645 3.81525
C 0.38237 0.98351 4.33772
N 0.66548 1.12458 5.66344
S -0.37088 2.24355 3.42105
C 2.73336 -0.65278 0.86396
C 3.97063 -1.21552 0.47569
C 4.35790 -1.11785 -0.85509
C 3.41558 -0.63086 -1.76584
C 2.32719 0.01618 -1.28601
N 1.97133 0.04075 0.00360
H 2.01796 -2.33858 3.60493
H 3.17956 -1.11710 4.07536
H 3.63006 -2.34872 2.79500
H 1.17470 0.36550 6.07437
H 0.48315 1.96215 6.20108
H 4.62129 -1.67942 1.21093
H 5.32695 -1.43339 -1.16113
H 3.57465 -0.73629 -2.87842
H 1.58016 0.48851 -1.91463
N -3.31090 -4.26026 -4.79230
C -2.87324 -3.74815 -3.59341
C -3.75455 -3.51459 -2.52947
C -3.27182 -3.28759 -1.24458
C -1.91287 -3.16862 -0.99864
C -1.02398 -3.22984 -2.09280
C -1.53637 -3.39539 -3.37604
S -1.29484 -2.64054 0.57879
O -2.23862 -2.99503 1.61803
O 0.10359 -2.95674 0.71378
N -1.18971 -0.95877 0.36907
C -2.29521 -0.18971 0.64466
N -3.57502 -0.59357 0.58467
C -4.45128 0.20757 1.10914
C -4.14983 1.46421 1.62724
C -2.82193 1.87297 1.54210
N -1.91462 1.05128 1.03367
H -4.08249 -4.90692 -4.74827
H -2.54136 -4.59547 -5.37143
H -4.82406 -3.60454 -2.67806
H -3.96584 -3.30841 -0.39745
H 0.05159 -3.23121 -1.88148
H -0.87743 -3.29271 -4.23696
H -5.49156 -0.14847 1.06384
H -4.95259 2.06110 2.00110
H -2.40270 2.78321 1.88887
F -0.03699 4.10592 -3.95473
C -0.35361 2.93993 -3.26932
F 0.60511 2.02557 -3.64126
F -1.56051 2.52069 -3.74099
S -0.32139 3.29782 -1.42564
O -0.29349 1.94749 -0.88948
O -1.49820 4.07780 -1.15687
N 0.97143 4.09336 -1.14233
S 2.22971 3.59792 -0.36648
O 1.86020 2.89482 0.86935
O 3.25886 2.96989 -1.11593
C 3.15108 5.16024 0.25932
F 4.30124 4.77414 0.85888
F 3.45501 5.97496 -0.79157
F 2.42838 5.90817 1.10694

---

Record 5
8
Properties=species:S:1:pos:R:3 method="wB97M-V/def2-TZVPD" lumo_ev="0.19 / 0.39" homo_lumo_gap_ev="6.95 / 8.50" multiplicity=1
N -1.27456 -0.17429 0.30200
N 1.08522 0.26925 0.41899
P -0.10663 0.85462 -0.43582
H -2.23175 -0.00718 0.24803
H -0.81915 -0.35954 1.18160
H 2.01008 0.63959 0.44043
H 1.08678 -0.78078 0.50260
H 0.25001 -0.44167 -2.65782

---

Record 6
35
Properties=species:S:1:pos:R:3 method="wB97M-V/def2-TZVPD" lumo_ev=-0.13 homo_lumo_gap_ev=8.42 smiles="O=C(COC(=O)/C=C/c1ccco1)Nc1ncc(C(F)(F)F)cc1Cl" multiplicity=1
O -1.11033 2.90570 -0.98134
C -0.41370 1.92863 -1.08792
C -0.86819 0.68001 -1.83340
O -2.16027 0.30170 -1.37736
C -2.26704 0.22983 -0.03690
O -1.32772 0.47602 0.69042
C -3.59171 -0.16454 0.42744
C -4.63317 -0.37706 -0.39451
C -5.94057 -0.75103 0.04330
C -7.08574 -0.98748 -0.68960
C -8.09004 -1.32165 0.23772
C -7.49418 -1.26715 1.46558
O -6.20771 -0.92684 1.36028
N 0.86244 1.95899 -0.55394
C 1.83130 1.01115 -0.39185
N 1.79522 -0.12080 -1.08067
C 2.74059 -1.02739 -0.92450
C 3.81056 -0.85369 -0.06204
C 4.89094 -1.88515 0.07479
F 4.51519 -3.09259 -0.36385
F 5.99331 -1.55355 -0.62564
F 5.29229 -2.04044 1.34556
C 3.89233 0.33470 0.66678
C 2.89957 1.27407 0.50292
Cl 2.95817 2.75441 1.38620
H -0.98720 0.91548 -2.89291
H -0.15515 -0.13599 -1.69284
H -3.69143 -0.26225 1.49795
H -4.51173 -0.26300 -1.46174
H -7.18195 -0.92541 -1.75419
H -9.11051 -1.56777 0.02820
H -7.87725 -1.44570 2.45133
H 1.02339 2.80798 -0.01425
H 2.63023 -1.92475 -1.51665
H 4.71154 0.50683 1.34827